No. 1
13
Properties=species:S:1:pos:R:3:forces:R:3:nbo_charge:R:1 method="wB97M-V/def2-TZVPD" homo_lumo_gap_ev=10.51 smiles=O[C@H]1CN2C[C@@H]12 lumo_energy_ev=0.94 de_lowest_kcal_mol=66.5 molar_mass_g_mol=85.11 charge=0 multiplicity=1
O 0.020128 1.194573 -1.617679 -0.0197 0.3956 0.1757 -0.70
N 0.116832 -0.925824 0.960907 0.1543 -0.1589 0.0080 -0.37
C -1.015174 -0.315912 0.186240 -0.2625 0.0546 -0.2967 -0.12
C -0.128178 -0.073894 -1.045030 -0.1501 -0.4407 0.0233 0.07
C -0.463745 0.350459 1.373671 -0.0693 0.1913 0.0495 -0.27
C 1.024085 -0.625401 -0.184076 0.3599 0.0293 -0.0772 -0.26
H 1.510545 -1.524257 -0.569094 -0.1455 0.0773 0.0810 0.21
H -0.434579 -0.724244 -1.872060 0.2267 0.0084 0.2428 0.19
H 0.480877 1.770375 -0.991830 -0.1830 -0.1167 -0.1510 0.46
H -1.015481 0.283565 2.308690 0.0803 0.0553 -0.2328 0.22
H 0.090400 1.280171 1.227815 0.0586 -0.2143 0.1567 0.18
H 1.799472 0.108823 0.067306 -0.0444 -0.0446 -0.0355 0.18
H -1.985182 -0.798433 0.155140 -0.0054 0.1633 0.0562 0.21


No. 2
13
Properties=species:S:1:pos:R:3:forces:R:3:nbo_charge:R:1 method="wB97M-V/def2-TZVPD" homo_lumo_gap_ev=10.07 smiles="C/C=N/CC=O" lumo_energy_ev=0.92 de_lowest_kcal_mol=63.1 molar_mass_g_mol=85.11 charge=0 multiplicity=1
O 3.188943 0.033766 -0.312660 -0.0016 0.4411 0.0718 -0.51
N 0.044366 0.441513 0.440902 -0.7610 -0.2124 -0.5701 -0.43
C -0.589409 -0.654442 0.474725 -0.3441 0.1086 -0.0145 0.17
C 0.905148 0.472243 -0.717601 0.6306 0.0438 -0.2347 -0.35
C -2.056671 -0.542838 0.643498 -0.3429 -0.1014 0.3948 -0.67
C 2.262628 0.800898 -0.220595 0.5168 -0.0363 -0.1488 0.43
H 0.394876 1.242242 -1.314344 0.6992 0.0237 -0.1904 0.22
H 2.302958 1.747944 0.351212 0.3204 -0.0387 0.0146 0.11
H -2.271627 0.526700 0.563536 -0.2559 -0.3057 0.3139 0.23
H 0.912479 -0.459984 -1.300518 0.1623 0.1008 0.1327 0.19
H -2.465857 -1.031054 -0.252347 -0.1441 -0.0304 0.3193 0.23
H -0.150484 -1.596714 0.104606 -0.2161 0.2127 -0.2105 0.15
H -2.477348 -0.980280 1.539584 -0.2635 -0.2057 0.1218 0.23


No. 3
13
Properties=species:S:1:pos:R:3:forces:R:3:nbo_charge:R:1 method="wB97M-V/def2-TZVPD" homo_lumo_gap_ev=9.55 lumo_energy_ev=0.23 de_lowest_kcal_mol=123.5 molar_mass_g_mol=85.11 charge=0 multiplicity=1
O 0.422599 0.825532 0.443374 0.0865 -0.1370 0.0234 -0.53
N -2.243541 0.900233 -1.250837 -0.0896 -0.1331 0.4172 -0.61
C -2.879910 0.341262 -0.306754 -0.0095 0.0742 -0.2088 -0.05
C 0.062933 -0.999554 0.261031 0.0888 0.0747 -0.0360 -0.12
C 1.163782 -0.197488 0.343245 -0.0240 0.0367 -0.0124 0.40
C 2.639080 -0.260847 0.458292 -0.0291 -0.0395 0.0014 -0.70
H 3.080437 0.173070 -0.445293 -0.0830 -0.0446 0.1124 0.26
H 2.963129 0.335171 1.316545 -0.0456 -0.0829 -0.1223 0.25
H -2.505094 0.237338 0.719140 0.0204 0.0572 -0.1496 0.16
H -3.867775 -0.083722 -0.507102 0.1217 0.0759 -0.0096 0.16
H 2.971468 -1.295340 0.563376 -0.0238 0.1516 -0.0116 0.24
H -1.344396 1.239670 -0.893262 -0.1198 -0.0240 -0.0848 0.35
H -0.422419 -1.133131 -0.707037 0.1070 -0.0091 0.0807 0.20


No. 4
13
Properties=species:S:1:pos:R:3:forces:R:3:nbo_charge:R:1 method="wB97M-V/def2-TZVPD" homo_lumo_gap_ev=9.60 lumo_energy_ev=0.93 de_lowest_kcal_mol=79.1 molar_mass_g_mol=85.11 charge=0 multiplicity=1
O 1.244756 0.010024 1.763474 0.3904 0.0410 -0.3427 -0.54
N -1.510374 0.701004 0.141511 0.1182 0.1111 0.0862 -0.61
C 1.957228 0.065005 0.790586 -0.2129 0.0273 0.2559 0.28
C -0.276076 -0.443690 -1.071952 -0.0405 0.2015 -0.0329 -0.31
C -0.539515 0.861193 -0.885097 0.1282 -0.1178 -0.1296 -0.01
C -1.257651 -0.770065 0.031560 -0.0662 -0.2887 0.0737 -0.25
H 2.187936 1.017067 0.275528 -0.0735 -0.0507 0.1267 0.11
H -0.247466 1.805360 -1.337340 0.0131 -0.1570 0.0743 0.20
H 2.455496 -0.827732 0.362454 -0.1598 0.0305 0.1104 0.11
H -0.869280 -1.214074 0.954744 0.0348 0.0862 -0.2036 0.21
H 0.286919 -1.028237 -1.785441 -0.1482 0.0814 -0.0243 0.21
H -1.226927 1.085618 1.041969 -0.1013 -0.0028 -0.0996 0.37
H -2.155329 -1.302371 -0.299769 0.1174 0.0379 0.1054 0.20


No. 5
13
Properties=species:S:1:pos:R:3:forces:R:3:nbo_charge:R:1 method="wB97M-V/def2-TZVPD" homo_lumo_gap_ev=10.50 smiles=OC[C@@H]1[C@H]2CN12 lumo_energy_ev=1.05 de_lowest_kcal_mol=104.1 molar_mass_g_mol=85.11 charge=0 multiplicity=1
O 0.447533 1.035057 1.719835 -0.2027 0.1878 1.2566 -0.74
N -0.038026 -0.979332 0.427827 0.2877 0.8520 -0.5725 -0.42
C 0.423040 -1.668032 -0.746231 0.0774 -0.1475 -0.6624 -0.25
C 0.148885 0.562316 -0.372068 0.1045 -0.6929 0.1981 -0.04
C -0.575766 -0.573690 -0.853487 -0.5469 -0.0856 -0.9030 -0.14
C -0.335934 1.543341 0.659830 0.0690 -0.3567 -0.1036 -0.11
H 1.172904 0.770021 -0.688816 -0.1795 -0.4998 -0.0027 0.21
H 1.469698 -1.513347 -1.006412 -0.2202 0.0206 -0.3694 0.19
H -1.631527 -0.639857 -1.042578 -0.1702 -0.1503 -0.3416 0.21
H -1.426075 1.489917 0.831096 0.2739 -0.1688 0.0504 0.17
H -0.092796 2.606486 0.473203 0.1264 -0.6175 -0.1210 0.20
H 0.400349 0.039784 1.494342 0.3013 1.6391 1.3272 0.49
H 0.037717 -2.672665 -0.896540 0.0796 0.0198 0.2438 0.21


No. 6
13
Properties=species:S:1:pos:R:3:forces:R:3:nbo_charge:R:1 method="wB97M-V/def2-TZVPD" homo_lumo_gap_ev="8.53 / 8.83" lumo_energy_ev="-0.34 / -0.14" de_lowest_kcal_mol=120.2 molar_mass_g_mol=85.11 charge=0 multiplicity=1
O -2.090510 -2.120466 0.125529 0.2249 0.2580 -0.4202 -0.52
N 0.434176 0.280762 -0.657399 0.6862 0.5207 -0.8103 -0.29
C 1.859725 0.338836 -0.395857 -0.1276 0.1594 0.1587 -0.46
C -1.533474 -1.221870 -0.456556 -0.3800 -0.2456 0.1159 0.43
C -0.406257 -0.451815 0.150346 -0.7529 1.4008 1.2435 -0.22
C -1.059144 0.924327 0.691806 1.0129 -0.8837 0.7815 -0.27
H 2.234297 1.261490 -0.846817 0.0520 -0.0868 0.2205 0.21
H -1.881438 -0.799126 -1.420327 -0.0414 -0.2192 -0.0123 0.12
H -1.021658 1.021422 1.784831 0.4863 -0.1525 -0.3039 0.18
H 2.111110 0.309734 0.670344 0.0032 0.0062 0.0014 0.19
H 2.423305 -0.481027 -0.885196 -0.5646 0.0821 0.0842 0.21
H -1.144607 1.914260 0.239233 -0.1815 -0.8949 -0.8589 0.21
H 0.074470 -0.976531 1.000069 -0.4176 0.0556 -0.2001 0.20


No. 7
13
Properties=species:S:1:pos:R:3:forces:R:3:nbo_charge:R:1 method="wB97M-V/def2-TZVPD" homo_lumo_gap_ev=10.70 smiles="C[C@H]1CC(=O)N1" lumo_energy_ev=0.94 de_lowest_kcal_mol=16.2 molar_mass_g_mol=85.11 charge=0 multiplicity=1
O -1.710870 -1.235929 1.948247 0.1808 0.2364 -0.3295 -0.59
N -0.023783 0.253947 1.251540 0.0355 0.0749 0.3468 -0.63
C -1.128425 -0.383967 -0.387709 -0.1030 -0.0769 -0.1296 -0.51
C 0.074458 0.573009 -0.176096 0.0580 0.0821 -0.1373 -0.03
C -1.088208 -0.598183 1.136716 -0.1343 -0.1236 0.1983 0.69
C 1.389371 0.164587 -0.814930 0.0409 -0.0272 0.0037 -0.62
H -2.047361 0.084617 -0.747952 0.1236 -0.0721 0.0987 0.23
H 2.213492 0.778560 -0.436460 -0.0925 -0.0782 -0.0542 0.21
H 1.357720 0.275994 -1.904480 -0.0447 0.0077 0.1706 0.22
H 0.436810 0.626701 2.073294 -0.0757 -0.0996 -0.2160 0.40
H -0.163887 1.622238 -0.390601 0.0269 -0.1643 0.0217 0.19
H -0.914126 -1.278914 -0.976492 -0.0048 0.1016 0.0873 0.23
H 1.604807 -0.882660 -0.575078 -0.0105 0.1393 -0.0604 0.21


No. 8
13
Properties=species:S:1:pos:R:3:forces:R:3:nbo_charge:R:1 method="wB97M-V/def2-TZVPD" homo_lumo_gap_ev=10.15 lumo_energy_ev=0.79 de_lowest_kcal_mol=71.2 molar_mass_g_mol=85.11 charge=0 multiplicity=1
O -0.179496 1.114379 1.453769 -0.6355 0.4996 -1.3239 -0.72
N -1.524530 -0.555718 -0.947859 -0.6112 0.3341 -2.2123 -0.37
C -0.945560 -1.019811 0.289650 0.7354 1.5302 0.6336 -0.29
C -0.119048 0.264667 0.313614 2.5194 0.8744 -0.7122 0.22
C -0.903325 0.576178 -0.960038 -1.4618 -3.4385 3.9845 0.07
C 1.320061 0.117620 -0.355900 -1.5813 -1.7633 0.6725 -0.63
H 1.309024 -0.723106 -1.098272 -0.1067 0.8817 0.5164 0.22
H 0.316875 0.835420 2.219138 0.4423 -0.6174 -0.0651 0.48
H -0.957523 1.267236 -1.694517 -0.0199 2.4140 -2.1454 0.19
H -0.279257 -1.852256 0.196097 -0.2879 -1.0972 0.1296 0.20
H 1.498806 1.035807 -0.820561 0.5461 1.3579 -0.9519 0.21
H -1.654620 -0.986526 1.094218 -0.3247 -0.7294 0.4275 0.21
H 2.118593 -0.073889 0.310661 0.7859 -0.2462 1.0468 0.21


No. 9
13
Properties=species:S:1:pos:R:3:forces:R:3:nbo_charge:R:1 method="wB97M-V/def2-TZVPD" homo_lumo_gap_ev=8.96 lumo_energy_ev=0.65 de_lowest_kcal_mol=68.4 molar_mass_g_mol=85.11 charge=0 multiplicity=1
O 0.685458 1.748811 0.078465 0.0622 -0.4266 -0.0184 -0.54
N -1.614112 0.525365 -0.575415 -0.4460 0.1377 -0.0323 -0.56
C 1.983308 -0.214130 0.510717 0.0611 0.0163 0.0626 -0.72
C -0.500148 -0.298194 -0.132223 -0.0230 -0.1157 0.0929 -0.35
C -2.880999 0.191239 -0.626687 0.5057 -0.1627 0.0034 -0.07
C 0.730931 0.539768 0.148451 0.0326 0.2750 -0.0317 0.59
H 2.454510 -0.588257 -0.405516 -0.0765 0.0572 0.0901 0.24
H 1.757786 -1.079467 1.141183 0.0255 0.1024 -0.0736 0.23
H -1.338810 1.479751 -0.792140 -0.0558 -0.0848 0.0081 0.41
H -2.899356 -0.877763 -0.300519 -0.1591 0.1797 -0.0446 0.07
H -0.270030 -1.084571 -0.862056 0.0342 0.1499 0.0592 0.22
H -0.787572 -0.798121 0.798099 0.1036 -0.0389 -0.0442 0.23
H 2.679030 0.455574 1.017637 -0.0644 -0.0896 -0.0715 0.25


No. 10
13
Properties=species:S:1:pos:R:3:forces:R:3:nbo_charge:R:1 method="wB97M-V/def2-TZVPD" homo_lumo_gap_ev=10.55 lumo_energy_ev=0.69 de_lowest_kcal_mol=58.0 molar_mass_g_mol=85.11 charge=0 multiplicity=1
O 2.694011 1.702826 0.906138 -0.5356 -0.3523 -0.1067 -0.51
N 1.563372 -0.417014 1.010638 -0.2088 0.0889 -0.1351 -0.46
C 0.362669 -0.332658 0.528460 -0.0517 -0.2460 0.0617 0.36
C 1.754245 0.988279 0.732549 0.5914 0.4371 0.1329 0.68
C 0.328484 1.135514 0.154792 0.0146 0.0408 -0.0150 -0.59
C -0.642162 -1.418095 0.424380 0.0444 -0.0554 -0.0349 -0.69
H -1.544031 0.368824 -2.110317 -0.0510 -0.0374 -0.0851 -0.02
H -1.039611 -1.471801 -0.593110 0.0187 0.0462 0.1275 0.24
H -1.484408 -1.205913 1.094413 0.1140 -0.0306 -0.1090 0.24
H -0.355259 1.769837 0.728986 0.1207 -0.0878 -0.1323 0.24
H -0.196057 -2.379960 0.686108 -0.0541 0.1672 0.0451 0.25
H 0.278612 1.372150 -0.913715 -0.0158 -0.0274 0.2206 0.24
H -1.719868 -0.111985 -2.649326 0.0132 0.0566 0.0302 0.01